Entry 1:
Here is 11 unconnected molecules or ions with the total composition C20H65N19O11 from OMol25. Energies are from the ωB97M-V functional and the def2-TZVPD basis.

Geometry as XYZ:
```
115
Properties=species:S:1:pos:R:3:forces:R:3
C -3.8841 1.3821 1.9487 1.8 0.3 -0.6
O -4.4518 1.1963 0.7102 -1.8 0.0 -1.1
C -3.9250 0.2008 -0.1146 1.8 2.7 -0.9
C -4.7546 0.0766 -1.3448 -0.3 -0.3 -1.3
C -6.1627 -0.5009 -1.0461 0.0 2.7 0.0
N -3.9314 -0.7816 -2.3076 -0.5 0.0 1.8
H -2.8725 1.8398 1.7916 -0.4 -0.2 0.5
H -3.7254 0.4190 2.4362 -0.2 0.1 0.6
H -4.5308 2.0951 2.4361 0.0 -0.1 0.7
H -2.9610 0.5845 -0.5353 0.0 -0.3 0.6
H -3.6868 -0.6578 0.4338 0.0 -1.8 0.7
H -4.8656 1.1337 -1.7598 0.0 -1.2 0.5
H -6.1923 -1.4974 -0.7568 0.3 -2.2 -0.1
H -6.8024 -0.2819 -1.8954 -0.3 -0.4 -0.1
H -6.6409 -0.0071 -0.1608 0.7 0.2 -0.8
H -2.9669 -0.4851 -2.4082 0.2 0.3 0.5
H -4.2459 -0.7603 -3.2428 -1.0 0.0 -1.0
C 1.9420 1.7172 1.8861 -0.3 1.5 0.0
O 2.5308 2.9673 2.3434 -0.1 -1.2 -0.3
C 2.0952 3.2903 3.6444 0.6 0.1 0.3
C 3.0208 4.3577 4.2799 -1.6 -0.6 -1.5
C 4.4547 3.8681 4.2957 0.2 -0.7 1.1
N 2.3635 4.8451 5.4959 2.1 -0.1 2.8
H 2.6194 1.2921 1.1366 -0.4 0.1 0.2
H 0.8959 1.8712 1.5431 0.5 0.3 -0.5
H 1.7274 1.0620 2.7071 0.6 -0.7 0.6
H 1.0632 3.6165 3.5854 -0.3 0.3 0.3
H 2.1461 2.4168 4.2866 -0.1 -0.5 0.2
H 2.8871 5.1527 3.5648 0.5 0.8 -0.3
H 4.5256 3.0262 5.0615 0.1 0.9 -0.9
H 5.0990 4.6909 4.6199 0.1 -0.2 0.0
H 4.7998 3.5032 3.3067 -0.4 0.2 0.6
H 2.4265 4.0798 6.2911 0.0 2.0 -2.0
H 2.9670 5.6831 5.8581 -1.5 -2.1 -0.6
C -1.3174 2.1058 5.7178 -0.7 0.2 -1.4
O -1.3614 0.8882 4.9384 -0.6 0.4 0.6
C -0.2079 0.0945 5.0757 0.2 -0.6 -0.8
C -0.2305 -1.2220 4.2850 -2.3 1.6 -1.4
C 1.0818 -1.8997 4.3003 -0.7 -0.2 2.3
N -0.4694 -0.9883 2.8420 0.3 -0.1 -0.3
H -1.1289 2.0100 6.7892 -0.2 -0.4 -0.1
H -2.2056 2.7441 5.4845 0.1 -1.2 0.5
H -0.5798 2.7388 5.2841 1.4 0.4 -0.1
H 0.6710 0.6118 4.6982 0.3 0.5 0.2
H -0.0859 -0.2218 6.0956 0.3 0.2 0.9
H -1.0504 -1.8489 4.6923 0.5 0.0 0.1
H 0.9576 -2.8611 3.9298 -0.1 -1.8 -1.3
H 1.2424 -2.1327 5.3387 1.0 0.3 0.7
H 1.8660 -1.4113 3.7876 0.8 0.7 -0.3
H -0.3170 -1.9064 2.4421 0.0 0.1 -0.6
H -1.3689 -0.6581 2.5115 -0.2 0.0 0.7
N 2.9058 2.1844 -3.0900 -0.8 2.4 1.1
C 3.5221 1.2006 -2.4467 1.3 -1.8 1.3
N 3.8693 0.1309 -3.2495 -0.5 0.9 -0.7
O 3.7466 1.1637 -1.2032 -0.7 0.3 -1.8
H 2.6317 2.9826 -2.4811 0.3 -1.0 -1.0
H 2.8556 2.2936 -4.0971 0.0 -0.4 0.2
H 4.4851 -0.5488 -2.8656 0.4 -0.2 0.1
H 3.8279 0.2912 -4.2731 0.2 -0.3 0.9
N 0.0984 2.8720 -1.7519 0.2 0.5 1.3
C -0.7960 3.6445 -2.4391 1.3 -0.1 -0.2
N -0.9948 4.9717 -1.9506 -1.2 -1.0 -0.8
O -1.1875 3.2238 -3.5172 -0.9 0.8 0.2
H 0.4837 3.1232 -0.8550 -0.3 0.4 0.0
H 0.1636 1.8859 -1.9402 -0.4 -0.2 -0.7
H -1.8286 5.3537 -2.4292 0.9 -0.2 0.4
H -1.0997 5.0738 -0.9432 0.2 -0.2 -0.3
N -2.5059 -4.2271 -2.9719 -0.9 1.1 0.2
C -2.5582 -4.4182 -1.6277 0.8 -1.2 2.6
N -3.5306 -3.7042 -0.9468 0.2 1.1 -2.4
O -1.8071 -5.2099 -1.0067 -1.0 0.8 -1.4
H -1.7134 -4.5688 -3.4399 1.1 -0.7 -0.3
H -2.7825 -3.3220 -3.3524 -0.2 -0.2 0.1
H -3.5045 -3.6506 0.0491 0.4 -0.3 0.3
H -3.6760 -2.7953 -1.4314 -0.6 -0.4 0.7
N 1.9727 -4.8480 1.9652 -0.1 -0.1 0.2
C 0.7952 -4.5368 1.3762 0.1 0.3 -1.5
N -0.1233 -5.5215 1.2148 0.1 -0.9 1.0
O 0.5924 -3.3963 0.8684 0.3 -1.1 0.9
H 2.1942 -5.7687 2.2920 -0.3 -0.2 -0.1
H 2.7653 -4.2182 1.8724 -0.1 0.5 0.2
H -0.0164 -6.4906 1.5305 0.3 1.0 -0.1
H -0.9003 -5.3723 0.5975 -0.3 0.4 -0.4
N -1.6299 0.6241 -4.8559 -1.3 -0.6 -0.5
C -2.2306 -0.5938 -5.1782 0.9 0.4 1.5
N -3.0723 -0.5697 -6.2618 0.3 -1.0 -2.3
O -2.0406 -1.6453 -4.5187 0.0 1.5 -1.2
H -2.0862 1.5434 -5.0546 0.7 -1.4 0.2
H -1.1315 0.5782 -3.9818 0.1 0.2 0.3
H -3.0832 -1.5208 -6.7225 -0.3 1.5 0.9
H -2.8497 0.1552 -6.9801 -0.3 -0.8 1.1
N 3.4076 -2.5356 -0.2787 0.0 -0.5 0.8
C 3.9268 -2.1516 0.9372 -0.4 0.4 -0.2
N 4.5818 -0.9451 0.8814 0.3 -0.8 0.6
O 3.7907 -2.7970 1.9698 0.3 0.1 -0.1
H 2.4865 -2.9575 -0.3646 0.3 0.1 0.4
H 3.7533 -2.0012 -1.0280 -0.1 0.5 -1.0
H 4.5076 -0.3793 0.0628 0.0 0.5 -0.4
H 5.3353 -0.7668 1.5287 -0.3 0.0 0.0
N 1.6218 -0.8274 -4.8668 -0.8 -1.6 2.5
C 1.8453 0.0861 -5.7990 -0.9 0.7 -1.5
N 0.9845 0.0455 -6.8829 0.4 0.2 0.4
O 2.7196 0.9243 -5.7772 1.5 1.0 0.4
H 0.6903 -1.2006 -4.7894 -0.4 -0.2 -0.4
H 1.9746 -0.7418 -3.9015 0.3 0.5 -1.1
H 1.3723 0.4800 -7.7041 -0.1 0.0 0.0
H 0.5662 -0.8414 -7.0179 -0.5 -0.7 -0.4
N 0.9808 -0.2685 -0.5468 -1.3 -1.1 0.1
C -0.0977 -0.6387 -1.2962 -0.6 -1.6 0.5
N -0.8185 -1.7344 -0.8849 0.2 1.9 -0.5
O -0.4363 -0.0835 -2.3371 0.6 0.9 -0.6
H 1.4321 0.5557 -0.8201 0.8 1.2 -0.2
H 0.9958 -0.5242 0.4276 0.2 -0.2 0.1
H -1.2717 -2.2329 -1.6088 -0.5 -0.1 -0.7
H -0.5692 -2.2728 -0.1103 0.9 -1.1 1.4
```
Positions in Å, forces in eV/Å.

## Properties
* Kohn-Sham gap: 9.42 eV
* SMILES: COC[C@H](C)N.COC[C@H](C)N.COC[C@H](C)N.NC(N)=O.NC(N)=O.NC(N)=O.NC(N)=O.NC(N)=O.NC(N)=O.NC(N)=O.NC(N)=O
* energy: -2669.3253 Eh
* net charge: 0

Entry 2:
Here is a molecular structure, C20H66AsF6N2O18 from OMol25. Energies are from the ωB97M-V functional and the def2-TZVPD basis.

Geometry as XYZ:
```
113
Properties=species:S:1:pos:R:3:forces:R:3
As 0.1233 -0.2157 -0.9489 0.9 -0.5 0.3
F -1.5748 -0.1707 -0.6057 -0.3 0.5 0.0
F 0.5159 0.0077 0.7193 -0.2 0.4 0.2
F 1.7953 -0.3360 -1.3676 0.3 0.1 0.1
F -0.2380 -0.4316 -2.6327 -0.2 0.2 -0.2
F 0.2064 1.5102 -1.1463 -0.3 0.2 -0.3
F 0.0684 -1.8998 -0.6261 -0.1 -0.5 -0.3
C 3.4918 5.7427 0.9961 -0.6 1.0 0.0
C 2.8778 4.4732 0.4324 1.2 -0.1 -0.3
C 3.6339 3.2320 0.8580 -0.7 -0.4 1.6
O 5.0239 3.4041 0.6875 -0.4 0.0 -0.4
C 5.7150 2.2210 0.9594 1.5 -0.5 -0.5
N 1.4459 4.3731 0.7639 0.3 0.4 -0.9
H 4.5639 5.7491 0.8209 0.0 0.0 0.1
H 3.2617 5.9842 2.0379 0.2 -0.6 0.1
H 3.0672 6.6115 0.4688 0.1 -0.2 -0.2
H 3.1198 4.5485 -0.6424 -0.7 -0.1 -0.1
H 3.2040 2.3575 0.3505 0.4 0.0 -0.5
H 3.4443 2.9992 1.9222 0.0 0.3 -0.1
H 6.7686 2.3357 0.6642 -0.2 0.4 -0.1
H 5.3621 1.3933 0.3354 -0.3 -0.1 0.4
H 5.7998 1.9497 2.0170 -0.8 0.0 0.0
H 1.0026 3.5775 0.3009 0.3 -0.1 0.1
H 1.0510 5.1846 0.2859 -0.4 -0.1 0.5
C -4.3260 -4.2208 1.7820 0.5 -0.2 1.5
C -3.8083 -2.9533 2.4669 -0.1 0.2 -1.2
C -3.5919 -3.1750 3.9448 0.2 0.8 0.4
O -4.7879 -3.5477 4.6058 0.5 -0.7 -0.2
C -5.5840 -2.4570 4.9187 -1.0 0.1 0.2
N -2.5553 -2.4734 1.8327 -0.4 -0.1 0.5
H -5.3036 -4.4029 2.2312 -0.2 -0.2 -0.5
H -3.6893 -5.0315 2.1565 0.0 -0.2 -0.3
H -4.3049 -4.2453 0.6988 -0.2 0.3 -0.1
H -4.5648 -2.1647 2.3576 -0.1 -0.1 0.0
H -3.2430 -2.2324 4.3929 0.2 0.0 -0.1
H -2.7998 -3.8969 4.1415 -0.2 -0.3 -0.1
H -6.5119 -2.8655 5.3235 0.0 0.1 0.2
H -5.8811 -1.8694 4.0440 0.2 0.1 0.0
H -5.1322 -1.8052 5.6725 0.1 0.1 0.0
H -2.6842 -2.5582 0.8289 0.1 0.1 0.0
H -2.4972 -1.4706 2.0461 0.3 -0.3 -0.2
C 0.1685 -5.1701 3.0232 -1.0 0.1 0.1
C 0.6028 -3.7231 3.1740 0.6 -0.5 -0.1
O -0.4143 -2.8952 3.6702 -0.3 0.1 -0.2
O -0.6451 -5.3489 1.8536 0.4 0.0 0.0
H -0.4680 -5.4802 3.8658 0.4 0.3 0.3
H 1.0299 -5.8415 3.0329 -0.1 0.0 -0.6
H 0.9882 -3.3685 2.2084 -0.2 0.0 -0.1
H 1.4906 -3.7328 3.8203 -0.4 0.4 0.4
H -1.0969 -2.7664 2.9552 0.6 0.0 0.4
H -1.3034 -4.6363 1.8769 0.1 -0.1 -0.1
C -1.3605 3.4095 -3.8377 1.7 0.4 0.9
C -0.9635 3.4462 -5.2970 -1.1 -0.2 -0.4
O -0.4883 4.7084 -5.7356 0.6 -0.1 0.1
O -2.3000 4.4202 -3.5096 -0.8 -0.4 -0.1
H -0.4769 3.5498 -3.1976 0.2 0.3 -0.4
H -1.6671 2.4296 -3.4774 -0.8 0.0 -0.4
H -1.8519 3.1891 -5.8973 0.0 0.0 0.1
H -0.2054 2.7066 -5.5412 0.2 0.1 0.2
H -1.0359 5.4203 -5.4032 -0.3 0.0 -0.1
H -1.9239 5.2760 -3.7192 0.2 0.1 0.2
C 3.1283 -3.5033 -0.3468 0.5 -0.9 -1.0
C 4.2834 -2.5273 -0.5556 -1.7 0.7 0.9
O 4.8364 -2.0546 0.6865 0.3 -0.2 -0.4
O 3.6112 -4.8582 -0.1273 -0.2 0.8 0.2
H 2.5748 -3.4929 -1.2939 0.1 -0.4 0.1
H 2.3791 -3.2439 0.4035 0.4 0.4 0.2
H 3.7889 -1.6454 -0.9782 0.4 0.0 -0.1
H 5.0160 -2.9181 -1.2593 0.1 -0.1 0.1
H 5.3643 -2.7502 1.0912 0.0 0.0 0.0
H 3.9149 -4.8800 0.7874 -0.1 -0.2 -0.1
C 2.0389 1.4395 -4.4529 -0.2 0.4 -0.8
C 3.3269 0.6812 -4.2293 -0.5 0.3 1.7
O 4.4669 1.4870 -4.4128 0.4 0.2 -0.6
O 1.8035 2.4531 -3.4708 0.0 -0.5 0.0
H 1.1860 0.7568 -4.5341 0.1 -0.1 0.2
H 2.1259 1.9568 -5.4182 -0.1 0.0 0.1
H 3.3552 -0.2303 -4.8190 0.3 0.1 -0.3
H 3.3324 0.4209 -3.1652 -0.2 -0.6 -0.1
H 4.4559 2.1335 -3.6987 0.0 0.0 -0.1
H 1.2813 2.0467 -2.7606 0.3 0.1 0.0
C -3.5403 0.2871 -3.8121 0.1 -0.8 0.7
C -4.9515 -0.0158 -4.2608 -0.1 0.0 0.2
O -5.0550 -0.1541 -5.6664 -0.3 -0.3 -0.1
O -2.7555 -0.9208 -3.7516 -0.3 0.6 -0.6
H -3.5811 0.6692 -2.7797 0.1 0.5 -0.4
H -3.1017 0.9925 -4.5233 0.1 0.2 0.2
H -5.6399 0.7337 -3.8472 0.1 0.2 -0.3
H -5.2986 -0.9507 -3.8145 0.2 -0.1 -0.2
H -4.9310 0.6913 -6.1045 0.0 0.1 0.2
H -1.8233 -0.6565 -3.6905 -0.3 -0.3 0.2
C -0.3373 2.4393 4.2432 -0.3 0.3 0.3
C 1.1012 2.6591 3.8112 -0.2 -0.6 0.2
O 1.4062 4.0069 3.5570 0.0 0.0 -0.3
O -1.3303 2.8785 3.2879 0.6 -0.4 0.4
H -0.5246 2.9584 5.1937 0.1 0.0 -0.1
H -0.4981 1.3745 4.4336 0.0 0.0 -0.2
H 1.3161 1.9859 2.9730 0.0 0.3 -0.2
H 1.7125 2.2767 4.6403 0.1 0.2 -0.1
H 1.4239 4.1336 2.5762 -0.2 0.1 0.4
H -1.4307 3.8249 3.4139 0.0 0.0 -0.2
O -2.7579 -2.6497 -1.4808 0.0 0.6 0.4
H -3.1110 -2.1099 -2.2127 0.4 -0.2 0.0
H -2.0560 -2.0836 -1.1035 -0.4 -0.3 -0.4
O 2.8896 -0.1979 2.2008 -0.1 0.2 -0.4
H 3.4956 -0.6655 1.6058 -0.1 0.0 0.2
H 2.1413 0.0727 1.6387 0.4 -0.3 0.3
O -1.0730 -4.8563 -1.5419 -0.3 0.5 0.2
H -0.5227 -4.8108 -0.7507 -0.1 -0.1 0.0
H -1.7007 -4.0984 -1.4608 0.5 -0.7 -0.3
O -2.3580 0.4421 2.0891 0.2 0.5 0.0
H -1.9297 1.1968 2.5397 -0.4 -0.2 -0.3
H -1.9921 0.4514 1.1916 -0.1 0.0 0.3
```
Positions in Å, forces in eV/Å.

## Properties
* Kohn-Sham gap: 9.07 eV
* energy: -5100.5601 Eh
* net charge: -1

Look up the energy of the first one. -2669.3253 Eh

The highest energy belongs to which entry? C20H65N19O11